117
Properties=species:S:1:pos:R:3 method="wB97M-V/def2-TZVPD" max_force_ha_per_bohr=0.0114 charge=-1 homo_lumo_gap_ev="6.505 / 5.876"
In -1.0840 0.1260 -0.5766
C -3.4383 1.0469 1.6250
C -3.9032 2.1948 0.7344
C -4.1286 1.8621 -0.7348
N -2.9641 1.3343 -1.4334
C -3.0660 1.1907 -2.7242
C -4.3243 1.2024 -3.4127
C -4.6629 1.2901 -4.7460
C -3.8733 1.5687 -5.8576
C -2.4971 1.7109 -5.8124
C -1.6024 1.4385 -4.7927
C -1.7748 0.9660 -3.4584
N -0.7817 0.4683 -2.7621
C 0.4989 0.1886 -3.4453
C 0.4712 -0.8829 -4.5623
C 0.6600 -2.2987 -3.9946
N -0.0976 -2.3410 -2.7984
C -0.6853 -3.5015 -2.2723
C -0.2796 -4.9181 -2.4932
C -1.2200 -5.8750 -2.2055
C -2.5787 -5.7163 -1.8205
C -3.5143 -4.6172 -1.6808
C -3.4968 -3.2725 -1.4213
C -2.3760 -2.3361 -1.0246
N -2.6081 -1.3479 0.0392
C -4.0096 -1.0794 0.2630
C -4.2622 -0.2298 1.5113
H -2.3978 0.8039 1.4131
H -3.4378 1.3952 2.6604
H -4.8631 2.5637 1.1118
H -3.1883 3.0142 0.8136
H -4.9848 1.1864 -0.8043
H -4.4407 2.7831 -1.2419
H -5.1716 1.0650 -2.7547
H -5.7263 1.1850 -4.9424
H -4.3676 1.7065 -6.8115
H -2.0290 2.0435 -6.7348
H -0.5676 1.5875 -5.0667
H 0.8989 1.1232 -3.8467
H 1.2049 -0.1432 -2.6886
H -0.4803 -0.8363 -5.0925
H 1.2610 -0.6690 -5.2886
H 0.3723 -3.0735 -4.7229
H 1.7228 -2.4747 -3.7586
H 0.6791 -5.1997 -2.9172
H -0.9097 -6.9095 -2.3129
H -3.0898 -6.6697 -1.7384
H -4.5315 -4.9782 -1.8137
H -4.4674 -2.8009 -1.5222
H -4.5231 -0.6397 -0.6112
H -4.5271 -2.0302 0.4446
H -5.3311 0.0166 1.5450
H -4.0470 -0.8538 2.3839
C 5.7702 0.6623 3.6792
O 5.5769 1.3333 4.9198
C 4.6223 2.2981 4.9470
C 4.0911 2.8973 3.8067
C 3.0487 3.8041 3.9301
C 2.5258 4.1213 5.1803
C 3.1456 3.6106 6.3107
C 4.1779 2.6958 6.2025
N 1.4269 5.0406 5.3889
N 0.3611 5.0372 4.7280
C -0.0198 4.1060 3.6946
C -0.6427 4.7057 2.6288
C -0.8932 4.0442 1.4212
C -0.5565 2.7093 1.2405
O -0.6989 2.1375 0.0888
C 0.0055 2.0271 2.3902
N 0.3181 0.7268 2.1982
C 0.8709 0.0577 3.1750
C 1.0171 0.5919 4.4695
C 0.6595 1.8904 4.6914
C 0.2267 2.6964 3.6137
H 6.3532 -0.2280 3.8975
H 6.3213 1.2857 2.9721
H 4.8197 0.3636 3.2330
H 4.4647 2.6495 2.8220
H 2.6160 4.2408 3.0402
H 2.7717 3.9011 7.2864
H 4.6300 2.2534 7.0819
H -0.8624 5.7646 2.7178
H -1.3094 4.5831 0.5799
H 1.1938 -0.9535 2.9466
H 1.3935 -0.0284 5.2745
H 0.7066 2.3099 5.6863
C 5.4073 -2.1006 -0.9576
C 4.2130 -1.1827 -0.8517
C 4.3795 0.1890 -0.9577
C 3.2594 1.0132 -0.8183
C 3.3748 2.5098 -0.9817
C 2.0279 0.4544 -0.5621
C 1.7874 -0.9492 -0.4622
C 2.9554 -1.7410 -0.6244
N 0.4965 -1.3627 -0.2975
C -0.0034 -2.6869 0.1376
C -0.5530 -2.6153 1.5870
C -1.1253 -3.2013 -0.8113
C 1.0021 -3.8532 0.2236
H 6.2481 -1.6019 -1.4429
H 5.1673 -3.0007 -1.5276
H 5.7388 -2.4224 0.0335
H 5.3603 0.6156 -1.1477
H 4.3376 2.8781 -0.6182
H 2.5767 3.0288 -0.4461
H 3.2960 2.7872 -2.0360
H 1.2011 1.1396 -0.4022
H 2.9070 -2.8148 -0.6234
H -1.0915 -1.7025 1.7989
H 0.2885 -2.6986 2.2810
H -1.2349 -3.4495 1.7778
H -2.1924 -1.7860 -1.9756
H -1.4494 -4.1372 -0.3618
H -1.6594 -3.5254 -2.8108
H 1.8034 -3.6328 0.9279
H 1.4314 -4.1304 -0.7407
H 0.4591 -4.7231 0.6014

=====

129
Properties=species:S:1:pos:R:3 method="wB97M-V/def2-TZVPD" max_force_ha_per_bohr=0.1033 charge=-2 homo_lumo_gap_ev=6.366
Ba -2.0044 -0.7820 -0.9065
O 0.4032 -3.8455 -5.9886
C -0.1388 -3.3336 -4.8451
C -1.5124 -3.1619 -4.7171
C -2.0019 -2.6183 -3.5444
N -1.2017 -2.2861 -2.5432
C 0.1102 -2.4243 -2.6706
C 0.6984 -2.9579 -3.8030
C 0.9159 -1.8820 -1.5073
O 2.1367 -2.0430 -1.5237
O 0.2274 -1.3110 -0.6064
C -3.4761 -2.2307 -3.3721
O -4.2866 -2.7157 -4.1672
O -3.6768 -1.3995 -2.4418
H -0.3176 -4.0223 -6.6004
H -2.2053 -3.3993 -5.5161
H 1.7734 -3.0456 -3.8641
C -4.7505 1.1136 -4.9922
C -3.3884 1.4443 -5.6143
C -3.5413 2.2580 -6.9096
C -2.7124 0.1279 -5.9764
N -2.6401 2.2923 -4.6513
C -3.1734 3.5299 -4.3209
C -2.3666 4.0990 -3.4216
N -1.3210 3.2446 -3.1571
B -0.3438 3.7058 -2.0405
N -1.1221 3.8820 -0.7060
C -0.6508 4.7882 0.2122
C -1.3829 4.6914 1.3284
N -2.3412 3.7073 1.1219
C -2.1724 3.2143 -0.1541
S -3.2146 2.1789 -1.0002
C -3.2388 3.3494 2.2507
C -3.9856 4.6289 2.6605
C -2.3509 2.8220 3.3854
C -4.2850 2.2793 1.9467
N 0.9527 2.8608 -1.9158
C 1.7773 2.8381 -3.0212
C 2.9620 2.3319 -2.6665
N 2.9103 2.0266 -1.3105
C 1.6415 2.3359 -0.8570
S 1.0230 2.1235 0.6935
C 4.1854 1.6733 -0.6309
C 4.0750 1.5194 0.8825
C 5.1635 2.8327 -0.9043
C 4.7142 0.3664 -1.2253
C -1.4918 2.1063 -3.8980
S -0.4534 0.7789 -3.9217
H -5.3104 0.4498 -5.6516
H -5.3366 2.0164 -4.8105
H -4.6017 0.5970 -4.0425
H -4.0700 1.6665 -7.6582
H -2.5556 2.5128 -7.3030
H -4.0992 3.1811 -6.7500
H -3.3369 -0.3779 -6.7179
H -2.6392 -0.5126 -5.1081
H -1.7154 0.2742 -6.3809
H -4.0916 3.8975 -4.7379
H -2.4494 5.0474 -2.9213
H 0.0229 4.8264 -2.3470
H 0.1932 5.4167 -0.0048
H -1.2874 5.2227 2.2560
H -3.3106 5.3909 3.0517
H -4.7192 4.3898 3.4309
H -4.5078 5.0400 1.7955
H -1.6252 3.5670 3.7135
H -1.8054 1.9478 3.0268
H -2.9646 2.5262 4.2370
H -4.9157 2.5642 1.1119
H -4.9026 2.1590 2.8402
H -3.8217 1.3229 1.7198
H 1.4353 3.1860 -3.9778
H 3.8272 2.1335 -3.2705
H 3.7139 2.4348 1.3445
H 5.0701 1.2989 1.2784
H 3.4049 0.7074 1.1497
H 4.6886 3.7850 -0.6607
H 5.4666 2.8602 -1.9512
H 6.0626 2.7244 -0.2957
H 3.9152 -0.3726 -1.2819
H 5.5053 -0.0408 -0.5940
H 5.1217 0.5135 -2.2285
C 1.5192 1.3217 4.1054
C 2.3629 0.1868 4.6173
C 3.1464 0.3914 5.7545
C 3.9342 -0.6173 6.2847
C 3.9524 -1.8575 5.6655
C 3.1758 -2.0662 4.5366
C 2.3759 -1.0643 3.9898
Sb 1.0354 -1.6277 2.2868
C 0.2946 -3.0978 3.7431
C 0.7258 -4.4189 3.7475
C 0.1147 -5.3797 4.5429
C -0.9375 -5.0163 5.3662
C -1.3305 -3.6879 5.4228
C -0.7243 -2.7223 4.6260
C -1.1536 -1.2884 4.7581
C 2.5238 -2.9481 1.4203
C 3.8568 -2.5626 1.5235
C 4.8819 -3.3305 0.9930
C 4.5732 -4.5133 0.3414
C 3.2465 -4.8823 0.1889
C 2.2086 -4.1084 0.7035
C 0.7872 -4.5304 0.4463
H 1.6098 2.1953 4.7531
H 0.4665 1.0372 4.0532
H 1.8105 1.6090 3.0945
H 3.1304 1.3622 6.2401
H 4.5178 -0.4424 7.1816
H 4.5597 -2.6627 6.0633
H 3.1939 -3.0402 4.0647
H 1.5607 -4.7161 3.1231
H 0.4442 -6.4122 4.5021
H -1.4502 -5.7621 5.9631
H -2.1367 -3.3975 6.0882
H -2.1120 -1.2121 5.2702
H -1.2509 -0.8235 3.7755
H -0.4052 -0.7339 5.3321
H 4.0992 -1.6418 2.0392
H 5.9119 -3.0082 1.0971
H 5.3644 -5.1394 -0.0556
H 3.0061 -5.7936 -0.3492
H 0.7453 -5.2620 -0.3614
H 0.1735 -3.6743 0.1708
H 0.3279 -4.9764 1.3291
F -3.9911 -3.1765 1.1730
C -3.0233 -2.1743 1.2930
F -3.4761 -1.4804 2.4399
F -1.9288 -2.9020 1.8240

=====

121
Properties=species:S:1:pos:R:3 method="wB97M-V/def2-TZVPD" max_force_ha_per_bohr=0.0159 charge=+1 homo_lumo_gap_ev=6.868 e_above_lowest_kcal_mol=7.3
Pd -0.1224 -0.0279 -0.9681
Br -3.3480 -5.7145 -3.9789
C -2.5733 -4.4988 -2.7626
C -2.5586 -3.1465 -3.0588
C -1.9568 -2.2658 -2.1750
C -1.4009 -2.7329 -0.9959
C -1.3916 -4.0992 -0.7220
C -1.9904 -4.9827 -1.6001
N -0.7502 -1.7926 -0.1354
C -0.6203 -2.0975 1.0996
C 0.1627 -1.3553 2.0984
C 0.1973 -1.8571 3.3945
C 0.9658 -1.1984 4.3418
C 1.6660 -0.0711 3.9518
C 1.5654 0.3537 2.6306
N 0.8338 -0.2672 1.7171
H -3.0020 -2.7808 -3.9741
H -1.9049 -1.2068 -2.3956
H -0.8792 -4.4928 0.1465
H -1.9717 -6.0412 -1.3982
H -1.1056 -2.9967 1.4708
H -0.3685 -2.7430 3.6499
H 1.0156 -1.5603 5.3592
H 2.2856 0.4736 4.6506
H 2.1024 1.2332 2.2944
C 1.8909 -3.0020 -1.9312
C 2.6033 -3.1470 -0.5962
As 3.6089 -4.8342 -0.3247
C 4.7502 -4.6916 -1.9001
C 5.3338 -3.4672 -2.2214
C 6.2391 -3.3706 -3.2688
C 6.5798 -4.4979 -4.0014
C 6.0167 -5.7233 -3.6780
C 5.1116 -5.8212 -2.6304
C 2.2892 -6.1343 -0.9586
C 1.9384 -6.3370 -2.2934
C 1.0198 -7.3155 -2.6422
C 0.4396 -8.1101 -1.6614
C 0.7744 -7.9150 -0.3301
C 1.6970 -6.9344 0.0160
P 1.4356 -1.2692 -2.3066
C 0.8081 -1.3410 -4.0043
C 0.8088 -0.1840 -4.7842
C 0.2700 -0.1984 -6.0597
C -0.2945 -1.3631 -6.5639
C -0.3218 -2.5101 -5.7863
C 0.2262 -2.5021 -4.5112
C 3.0672 -0.4755 -2.4354
C 3.8631 -0.5566 -3.5745
C 5.1243 0.0232 -3.5882
C 5.6071 0.6708 -2.4588
C 4.8242 0.7414 -1.3129
C 3.5579 0.1765 -1.3050
H 0.9796 -3.6021 -1.9260
H 2.5074 -3.3504 -2.7660
H 1.8945 -3.0907 0.2327
H 3.3304 -2.3482 -0.4344
H 5.0865 -2.5733 -1.6592
H 6.6857 -2.4132 -3.5044
H 7.2855 -4.4233 -4.8180
H 6.2864 -6.6089 -4.2383
H 4.6887 -6.7877 -2.3831
H 2.4063 -5.7494 -3.0745
H 0.7668 -7.4700 -3.6834
H -0.2691 -8.8802 -1.9378
H 0.3383 -8.5409 0.4380
H 1.9820 -6.8123 1.0556
H 1.2180 0.7331 -4.3790
H 0.2853 0.7012 -6.6610
H -0.7147 -1.3739 -7.5606
H -0.7736 -3.4156 -6.1688
H 0.1940 -3.4094 -3.9211
H 3.5007 -1.0714 -4.4563
H 5.7324 -0.0371 -4.4814
H 6.5935 1.1154 -2.4699
H 5.2027 1.2370 -0.4276
H 2.9285 0.2432 -0.4240
C 2.4718 3.0205 -3.3840
N 2.1879 3.3451 -1.9878
C 2.7286 4.4366 -1.3973
C 2.4503 4.7590 -0.1160
C 1.5674 3.8774 0.5731
N 1.0526 2.7977 0.0060
C 1.3168 2.5334 -1.2766
O 0.7986 1.5947 -1.9203
N 1.2165 4.1185 1.8455
H 3.2425 3.6973 -3.7424
H 1.5682 3.1359 -3.9810
H 2.8262 1.9936 -3.4533
H 3.3874 5.0300 -2.0155
H 2.8715 5.6371 0.3466
H 1.5801 4.9037 2.3535
H 0.5935 3.4755 2.3042
C -4.5955 -0.2716 -0.5194
Si -3.2959 0.4998 0.6172
C -2.9627 -0.7525 1.9913
C -4.1679 1.8944 1.5443
C -1.7714 1.1924 -0.2412
Si -2.2448 2.6971 -1.2747
C -2.3239 4.1842 -0.1072
C -3.9240 2.4705 -2.0928
C -1.1944 3.2976 -2.7255
H -4.8045 -1.3057 -0.2395
H -4.3123 -0.2615 -1.5693
H -5.5309 0.2845 -0.4354
H -3.8199 -0.7411 2.6677
H -2.0769 -0.4997 2.5792
H -2.8742 -1.7713 1.6173
H -4.9442 1.4716 2.1861
H -4.6539 2.6028 0.8736
H -3.4801 2.4566 2.1792
H -1.1420 1.5702 0.5797
H -3.3226 4.3317 0.3038
H -2.0481 5.1019 -0.6316
H -1.6385 4.0598 0.7343
H -4.7355 2.2662 -1.3971
H -3.9066 1.6641 -2.8292
H -4.1731 3.3914 -2.6253
H -0.2968 3.8318 -2.4116
H -1.8185 4.0131 -3.2665
H -0.9099 2.5011 -3.4145

=====

126
Properties=species:S:1:pos:R:3 method="wB97M-V/def2-TZVPD" max_force_ha_per_bohr=0.0423 charge=-1 s2=0.846 multiplicity=2 homo_lumo_gap_ev="5.069 / 5.066" e_above_lowest_kcal_mol=0.0
V -0.3619 -0.9720 -0.3683
C -6.3284 -0.6260 4.3649
C -5.0960 0.2702 4.5368
C -5.5458 1.7237 4.7439
C -4.3449 -0.1769 5.7911
C -4.2149 0.1888 3.2884
C -2.9031 -0.2463 3.3115
C -2.1454 -0.2422 2.1450
Se -0.3343 -0.8621 2.2021
C 0.6018 0.8323 2.0981
C 0.9281 1.5169 3.2636
C 1.5401 2.7592 3.1972
C 1.7530 3.2956 1.9242
C 1.4498 2.6363 0.7411
C 0.9144 1.3360 0.8336
O 0.7197 0.6036 -0.2638
C 1.6015 3.3292 -0.6246
C 2.1683 4.7406 -0.5003
C 2.5374 2.5414 -1.5575
C 0.2045 3.4255 -1.2637
C 1.9668 3.5523 4.4328
C 1.6236 2.8182 5.7270
C 1.2476 4.9100 4.4495
C 3.4839 3.7787 4.3931
C -2.6542 0.1751 0.9111
O -1.8771 0.2247 -0.1707
C -4.0120 0.5694 0.8590
C -4.7306 0.5807 2.0461
C -4.6695 0.9191 -0.4822
C -3.9507 2.1156 -1.1333
C -4.5914 -0.3016 -1.4131
C -6.1400 1.2977 -0.3232
H -6.9458 -0.6023 5.2683
H -6.9458 -0.3009 3.5250
H -6.0275 -1.6599 4.1823
H -6.1274 1.8176 5.6660
H -4.6784 2.3845 4.8124
H -6.1650 2.0720 3.9144
H -4.9971 -0.0785 6.6623
H -4.0347 -1.2225 5.7212
H -3.4562 0.4348 5.9646
H -2.4427 -0.6041 4.2230
H 0.6841 1.0598 4.2139
H 2.1827 4.2878 1.8588
H 3.1672 4.7366 -0.0566
H 2.2505 5.1803 -1.4980
H 1.5232 5.3892 0.0982
H 3.5627 2.5508 -1.1782
H 2.2170 1.5076 -1.6612
H 2.5418 3.0082 -2.5500
H -0.4529 4.0535 -0.6565
H 0.2761 3.8695 -2.2642
H -0.2629 2.4433 -1.3384
H 0.5461 2.6659 5.8280
H 2.1160 1.8443 5.7807
H 1.9593 3.4112 6.5811
H 0.1650 4.7670 4.4244
H 1.5018 5.4659 5.3568
H 1.5243 5.5220 3.5885
H 4.0114 2.8232 4.3473
H 3.7767 4.3652 3.5198
H 3.8151 4.3125 5.2889
H -5.7640 0.9034 2.0107
H -2.9029 1.8890 -1.3124
H -4.4292 2.3598 -2.0878
H -4.0070 2.9949 -0.4845
H -3.5607 -0.6144 -1.5617
H -5.1445 -1.1437 -0.9895
H -5.0263 -0.0559 -2.3875
H -6.2658 2.1803 0.3101
H -6.5533 1.5341 -1.3068
H -6.7290 0.4794 0.0989
N 0.5526 3.1281 -10.2530
C 0.4331 2.5046 -9.2967
C 0.2859 1.7102 -8.0773
C 0.1204 0.3398 -8.1603
C 0.0063 -0.4183 -7.0018
C 0.0583 0.1996 -5.7656
C 0.1946 1.5771 -5.6809
C 0.3132 2.3310 -6.8388
N -0.0100 -0.5886 -4.5760
C -0.1051 -1.9828 -4.4844
C -0.0768 -2.2864 -3.1713
N 0.0463 -1.0943 -2.4480
C 0.0764 -0.1238 -3.3110
H 0.0817 -0.1426 -9.1273
H -0.1272 -1.4864 -7.0834
H 0.2071 2.0800 -4.7247
H 0.4303 3.4039 -6.7748
H -0.1837 -2.6227 -5.3427
H -0.1303 -3.2523 -2.6779
H 0.1638 0.9167 -3.0414
O -1.1649 -2.4755 -0.3750
O -1.7497 -3.5928 -0.3564
F 3.9716 -9.8212 -2.9328
C 3.2195 -8.7931 -2.5001
C 1.8677 -8.7498 -2.7652
F 1.3048 -9.7543 -3.4623
C 1.1036 -7.6851 -2.3209
F -0.1984 -7.7286 -2.6400
C 1.6313 -6.6160 -1.5949
Se 0.5346 -5.1658 -0.9801
C 2.9963 -6.7123 -1.3519
F 3.6352 -5.7463 -0.6700
C 3.7852 -7.7611 -1.7863
F 5.1045 -7.7869 -1.5234
C 2.9316 -2.0386 -1.0489
C 4.4128 -2.4836 -1.1863
N 5.1221 -2.2605 0.0774
C 4.4811 -3.0654 1.1278
C 2.9788 -2.6908 1.2515
N 2.6687 -1.5831 0.3259
C 3.5357 -0.4470 0.6391
C 5.0217 -0.8431 0.4254
H 2.2526 -2.8689 -1.2599
H 2.7001 -1.2129 -1.7279
H 4.9280 -1.9181 -1.9679
H 4.4836 -3.5437 -1.4341
H 5.0216 -2.8883 2.0611
H 4.5972 -4.1127 0.8645
H 2.7292 -2.3603 2.2638
H 2.3326 -3.5357 1.0012
H 3.3443 -0.1490 1.6728
H 3.2533 0.3888 0.0019
H 5.6149 -0.6682 1.3264
H 5.4701 -0.2674 -0.3887